Record 1
The following is a quantum chemistry calculation of a cluster of 13 separate species, C21H25Cl48N2O2P2 in total, from OMol25.

Last column: Löwdin charge in e.
CARTESIAN COORDINATES (ANGSTROEM)
C: 0.457912 4.256595 4.418297  -0.16
C: 1.749610 3.546898 4.006050  -0.25
C: 1.522167 2.344336 3.061808  -0.32
N: 0.320166 2.527296 2.257554  -0.27
P: 0.113031 1.353189 0.900891  0.32
C: -0.919485 0.125749 1.982927  -0.36
C: -1.795158 0.722830 3.096379  -0.27
C: -2.749808 1.838843 2.705686  -0.23
C: -3.738093 1.515011 1.594422  -0.23
N: -4.560650 2.730497 1.282234  0.01
C: -3.932066 3.551631 0.306851  -0.50
C: -3.071333 4.712847 0.768571  -0.02
O: -4.085046 3.330760 -0.885280  0.06
P: -0.113411 -0.030773 -0.882332  0.52
O: 0.774584 -1.247509 -0.840080  -0.64
H: -0.297096 3.520174 4.686694  0.07
H: 0.081832 4.863203 3.595082  0.02
H: 0.612405 4.930670 5.263246  0.06
H: 2.225234 3.198790 4.928246  0.09
H: 2.461805 4.244646 3.561820  0.09
H: 1.408562 1.427525 3.639851  0.10
H: 2.406833 2.274445 2.414847  0.09
H: 0.405160 3.429637 1.800723  0.05
H: 1.338042 0.629919 1.217147  -0.03
H: 0.926469 2.243907 0.015243  -0.05
H: -1.093459 2.050751 0.420489  -0.02
H: -0.174156 -0.500923 2.483243  0.04
H: -1.539625 -0.560419 1.397631  0.03
H: -1.163854 1.090848 3.905011  0.08
H: -2.408379 -0.084832 3.520881  0.10
H: -2.192411 2.737832 2.446820  0.07
H: -3.353899 2.081726 3.589617  0.11
H: -4.440702 0.753570 1.939769  0.09
H: -3.268846 1.168389 0.679936  0.06
H: -4.596870 3.267234 2.141619  0.09
H: -2.047234 4.444452 0.508876  0.08
H: -3.136852 4.840288 1.845214  0.01
H: -3.359403 5.632396 0.266727  0.08
H: -1.487867 -0.392535 -0.958035  -0.07
H: 0.054308 0.734426 -2.074865  -0.06
C: 3.372111 -1.251868 -3.278370  -2.03
Cl: 3.775823 -0.886060 -1.616507  0.55
Cl: 2.392837 0.049970 -3.953293  0.53
Cl: 4.875177 -1.413666 -4.217101  0.45
Cl: 2.454613 -2.764005 -3.384087  0.51
C: 2.291760 -4.150006 1.359204  -2.03
Cl: 0.862312 -3.289547 1.919016  0.55
Cl: 2.100259 -5.887808 1.678743  0.49
Cl: 2.503225 -3.881613 -0.362735  0.52
Cl: 3.715091 -3.541867 2.228588  0.48
C: 4.465474 -6.658684 5.070655  -2.05
Cl: 3.232232 -5.439190 5.383336  0.53
Cl: 5.682662 -6.606701 6.353549  0.49
Cl: 3.713077 -8.259914 5.036152  0.52
Cl: 5.244845 -6.346767 3.518686  0.50
C: 9.120347 -1.968632 -4.672677  -2.03
Cl: 10.014969 -0.675882 -3.870910  0.52
Cl: 7.881754 -1.269585 -5.715716  0.47
Cl: 10.242620 -2.942319 -5.645057  0.50
Cl: 8.354310 -2.996681 -3.462595  0.54
C: -3.151613 7.909513 3.554878  -2.05
Cl: -2.392831 8.993416 2.382966  0.52
Cl: -2.062002 6.572758 3.907856  0.57
Cl: -3.507462 8.806368 5.037736  0.52
Cl: -4.658554 7.275899 2.877317  0.53
C: 9.711682 -5.630069 7.297589  -2.06
Cl: 10.526909 -4.337193 8.184742  0.52
Cl: 8.609497 -4.935932 6.113021  0.51
Cl: 10.915658 -6.628662 6.475721  0.52
Cl: 8.796114 -6.632078 8.432553  0.51
C: 9.459892 0.332849 -9.371214  -2.05
Cl: 7.783807 0.691541 -8.946070  0.52
Cl: 10.119993 -0.829698 -8.221992  0.49
Cl: 9.522822 -0.343894 -11.003610  0.52
Cl: 10.409623 1.823091 -9.316343  0.52
C: 7.368304 2.896382 -3.994607  -2.05
Cl: 7.808560 3.260911 -2.323286  0.53
Cl: 6.381765 4.211504 -4.644011  0.52
Cl: 8.839348 2.737779 -4.970231  0.49
Cl: 6.459246 1.389946 -4.053439  0.49
C: -4.556757 -2.582542 -0.587546  -2.03
Cl: -6.242497 -3.029581 -0.866708  0.46
Cl: -4.102426 -2.971673 1.076271  0.53
Cl: -3.509087 -3.465267 -1.703820  0.53
Cl: -4.382031 -0.851269 -0.851791  0.56
C: -8.826775 0.308332 0.996356  -2.04
Cl: -8.732779 -1.178980 0.045468  0.47
Cl: -10.134245 1.323783 0.366949  0.51
Cl: -9.168138 -0.102194 2.684172  0.52
Cl: -7.297652 1.172842 0.894779  0.56
C: -7.899935 -2.377396 -4.625463  -2.03
Cl: -7.805835 -1.020205 -5.752358  0.53
Cl: -9.136996 -3.516049 -5.184353  0.48
Cl: -6.336893 -3.191712 -4.555414  0.53
Cl: -8.334716 -1.776671 -3.022749  0.48
C: -12.821119 -4.685416 -7.142673  -2.06
Cl: -12.399287 -3.231856 -8.050542  0.53
Cl: -13.569238 -5.863955 -8.226637  0.52
Cl: -11.358790 -5.379639 -6.438581  0.50
Cl: -13.953471 -4.268447 -5.853630  0.52

Atoms 1-6, force components in eV/Å:
0.22 0.12 -0.10
-0.12 -0.23 0.49
-0.27 0.70 -0.24
0.01 -0.05 -0.03
0.29 0.26 0.06
-0.05 0.30 0.43

The net charge is -1. The value obtained for the HOMO energy is -4.43 eV. As for the total energy: -648907.4335 eV.

---

Record 2
The following is a quantum chemistry calculation of a cluster of 2 separate species, C3H4N2O in total, from OMol25.

Last column: natural (NBO) charge in e.
CARTESIAN COORDINATES (ANGSTROEM)
N: -0.394200 -2.821076 -0.105643  -0.28
C: -0.285571 -1.765682 -0.541126  0.19
C: -0.062696 -0.438249 -1.088014  0.32
O: 0.720848 -0.154798 -1.969024  -0.55
H: -0.993482 0.217771 -0.855719  0.13
C: -0.184604 1.134961 0.971836  0.01
N: 0.693209 0.265564 0.622535  -0.55
H: 0.065688 2.140481 1.320774  0.18
H: -1.175168 0.806426 1.274754  0.18
H: 1.615976 0.614603 0.369625  0.38

Atoms 1-6, force components in eV/Å:
-0.27 -0.07 0.02
0.64 -1.04 0.00
-2.50 1.09 -1.15
0.13 -0.24 0.41
1.16 -1.04 -0.87
2.03 -0.50 2.13

The net charge is 0. The value obtained for the HOMO energy is -10.34 eV. Its energy above the lowest of the compared OMol25 structures with the same formula, charge and spin is 3.5409 eV. As for the total energy: -8200.3445 eV.

---

Record 3
The following is a quantum chemistry calculation of a cluster of 13 separate species, C46H74F4O17S5 in total, from OMol25.

Last column: Löwdin charge in e.
CARTESIAN COORDINATES (ANGSTROEM)
F: 0.029745 5.053791 -2.013272  0.06
C: 0.709979 5.512571 -3.064540  -0.31
C: 0.224085 5.280977 -4.326449  -0.02
C: 0.905720 5.774276 -5.418884  -0.08
C: 2.105891 6.426769 -5.234269  -0.11
C: 2.545918 6.736640 -3.968675  -0.08
C: 1.883134 6.195710 -2.871172  -0.02
H: -0.649358 4.637644 -4.392623  0.11
H: 0.533353 5.631665 -6.422645  0.11
H: 2.610006 6.852608 -6.094016  0.10
H: 3.463912 7.281542 -3.798996  0.11
H: 2.148696 6.472121 -1.853463  0.12
F: -1.172096 8.992206 1.694709  0.05
C: -0.694144 7.754124 1.960043  -0.28
C: 0.332814 7.597367 2.861261  -0.02
C: 0.859467 6.333507 3.070937  -0.07
C: 0.386044 5.271914 2.309947  -0.10
C: -0.668001 5.432895 1.434742  -0.09
C: -1.216931 6.685063 1.250211  -0.01
H: 0.697022 8.427536 3.454991  0.12
H: 1.651831 6.207601 3.794618  0.11
H: 0.867821 4.308731 2.404159  0.09
H: -0.968908 4.605653 0.804012  0.09
H: -2.013402 6.887474 0.545079  0.12
F: 5.273234 2.986744 -0.324872  0.03
C: 5.903500 2.832098 0.879380  -0.28
C: 7.164278 2.266781 0.828128  -0.02
C: 7.809444 2.019179 2.028261  -0.09
C: 7.260754 2.488154 3.210657  -0.09
C: 6.079498 3.213998 3.202381  -0.07
C: 5.362453 3.331042 2.030413  -0.02
H: 7.582307 1.908896 -0.102024  0.12
H: 8.737159 1.462773 1.981642  0.11
H: 7.829634 2.373557 4.127324  0.10
H: 5.649325 3.567143 4.129654  0.11
H: 4.366875 3.725624 1.982814  0.11
F: -2.235601 -4.737039 -0.481833  0.03
C: -1.947077 -5.823943 0.293195  -0.29
C: -0.736294 -5.874879 0.953650  -0.02
C: -0.462484 -6.929574 1.821057  -0.07
C: -1.399510 -7.941259 1.962721  -0.09
C: -2.596595 -7.887283 1.250447  -0.07
C: -2.900324 -6.814962 0.415747  -0.02
H: -0.013677 -5.074432 0.836507  0.11
H: 0.513194 -6.949985 2.286812  0.10
H: -1.318025 -8.687876 2.743470  0.10
H: -3.305273 -8.694470 1.388921  0.11
H: -3.811264 -6.796237 -0.166917  0.12
C: 3.805636 -2.061707 0.270186  -0.27
S: 4.683486 -0.672876 0.995203  0.79
O: 3.911945 -0.139634 2.155047  -0.55
C: 5.995467 -1.669237 1.715821  -0.24
H: 2.853432 -1.740777 -0.153812  0.01
H: 3.675271 -2.889869 0.963618  0.06
H: 4.428041 -2.362248 -0.577382  0.05
H: 6.771203 -0.991714 2.062890  0.04
H: 6.449742 -2.216227 0.882271  0.05
H: 5.598124 -2.347727 2.462639  0.06
C: -2.810594 1.757716 -2.032176  -0.24
S: -3.375548 3.336572 -2.675561  0.81
O: -4.604166 3.035704 -3.471778  -0.56
C: -4.005559 4.016507 -1.138275  -0.26
H: -2.662588 1.881091 -0.955880  0.05
H: -1.824599 1.502710 -2.429008  0.05
H: -3.495566 0.960316 -2.305696  0.03
H: -4.733917 3.334431 -0.702607  0.06
H: -4.535967 4.936113 -1.382173  0.05
H: -3.141716 4.267392 -0.519473  0.03
C: 1.663945 -4.185852 4.285771  -0.26
S: 0.131364 -3.227558 4.151891  0.79
O: -0.099188 -2.552490 5.451462  -0.54
C: 0.860491 -1.985510 3.052865  -0.25
H: 2.503952 -3.495561 4.321693  0.05
H: 1.719427 -4.717493 3.326949  0.04
H: 1.661844 -4.905231 5.095051  0.05
H: 1.681321 -1.498490 3.569937  0.06
H: 0.069832 -1.233283 2.953952  0.04
H: 1.024482 -2.389153 2.056066  0.04
C: -0.353092 -2.948634 -2.764203  -0.26
S: 1.371072 -3.066495 -2.294904  0.79
O: 1.584603 -4.481270 -1.894622  -0.55
C: 2.023785 -2.934456 -3.964434  -0.25
H: -0.590075 -3.829680 -3.365573  0.06
H: -0.497351 -2.050464 -3.364395  0.07
H: -0.985480 -2.978335 -1.886671  0.01
H: 3.038986 -3.321955 -3.986495  0.05
H: 2.038288 -1.889975 -4.269588  0.04
H: 1.409115 -3.532652 -4.636929  0.06
C: -6.049694 -2.539597 2.482355  -0.25
S: -4.502448 -2.756607 3.374842  0.82
O: -4.833442 -3.717880 4.435393  -0.52
C: -3.765643 -3.766017 2.073682  -0.27
H: -5.980343 -1.771952 1.703995  0.04
H: -6.820426 -2.290462 3.205645  0.05
H: -6.297980 -3.462071 1.955483  0.06
H: -4.375146 -4.669561 2.035846  0.06
H: -2.776706 -4.115080 2.376250  0.04
H: -3.703777 -3.226025 1.136062  0.04
C: -6.011115 -0.608414 -1.529880  -0.02
O: -5.958104 -1.830309 -2.279534  0.02
C: -4.826728 -2.145614 -2.885866  -0.64
O: -3.825691 -1.519865 -2.966024  0.14
O: -5.045144 -3.266963 -3.558813  0.02
C: -4.002112 -3.696119 -4.381004  -0.06
H: -5.286201 -0.600898 -0.711142  0.08
H: -6.969708 -0.537607 -1.017477  0.09
H: -5.917049 0.254678 -2.187810  0.10
H: -3.690336 -2.914340 -5.082495  0.10
H: -4.338642 -4.589296 -4.884713  0.10
H: -3.072497 -3.878268 -3.827664  0.08
C: 7.292304 -2.135891 -3.324731  -0.04
O: 5.992817 -1.719196 -3.737050  0.00
C: 5.394157 -0.760602 -3.001696  -0.57
O: 5.822162 -0.324909 -1.951866  0.08
O: 4.262679 -0.395497 -3.633256  -0.01
C: 3.490693 0.551269 -2.944597  -0.05
H: 7.338586 -3.204897 -3.515119  0.09
H: 7.451475 -1.959337 -2.260387  0.09
H: 8.073683 -1.611268 -3.873357  0.10
H: 4.033710 1.499294 -2.929459  0.11
H: 3.319629 0.251309 -1.915510  0.08
H: 2.546242 0.694630 -3.453463  0.10
C: 1.401116 2.312965 -0.034710  -0.05
O: 0.282132 1.594351 0.355716  0.03
C: 0.011497 0.364291 -0.029549  -0.61
O: 0.428083 -0.217394 -1.001315  0.11
O: -1.078049 -0.021635 0.598184  -0.02
C: -1.688370 -1.252622 0.261946  -0.03
H: 1.382317 2.633135 -1.094204  0.10
H: 2.359726 1.795705 -0.001572  0.09
H: 1.465791 3.277515 0.452695  0.08
H: -2.024450 -1.281376 -0.778003  0.09
H: -2.495093 -1.404888 0.962224  0.07
H: -0.970117 -2.075833 0.356296  0.09
C: -2.900177 0.787742 3.084465  -0.02
O: -4.199330 0.661812 3.646283  0.01
C: -5.218079 0.881488 2.836157  -0.65
O: -5.145982 1.005604 1.642870  0.10
O: -6.323023 0.961986 3.543973  0.03
C: -7.544767 0.877677 2.863260  -0.05
H: -2.855460 0.309205 2.114539  0.05
H: -2.219598 0.160359 3.662686  0.10
H: -2.570907 1.820022 3.103358  0.11
H: -8.185342 1.719056 3.124883  0.10
H: -8.087477 -0.005427 3.211784  0.09
H: -7.411175 0.823171 1.786432  0.09

Atoms 1-6, force components in eV/Å:
-0.32 -0.30 0.62
0.58 0.14 -0.62
-0.74 -0.80 0.03
0.06 -0.42 -0.17
-0.03 1.20 -0.67
0.43 -0.94 0.68

The net charge is 0. The value obtained for the HOMO energy is -8.82 eV. As for the total energy: -148750.8528 eV.

---

Record 4
The following is a quantum chemistry calculation of a cluster of 2 separate species, C2H2N3O5S in total, from OMol25.

Last column: natural (NBO) charge in e.
CARTESIAN COORDINATES (ANGSTROEM)
C: 0.708329 1.010033 -1.022769  0.44
C: -1.284744 -2.323905 -1.616880  0.85
N: 1.844583 0.774788 -1.192799  -0.51
N: -0.520932 1.250460 -0.922442  -0.90
N: -2.093555 -1.464209 -1.297962  -0.32
O: -0.758575 -3.355251 -1.638070  -0.43
O: -2.927232 -2.444036 1.020292  -0.95
O: -2.591473 -0.296318 -1.690487  -0.62
O: -0.641262 -1.475067 0.848878  -0.95
O: -2.705075 -0.066932 0.918672  -0.92
S: -2.095809 -1.344984 0.612038  2.42
H: -1.287096 0.698562 -1.493598  0.46
H: -0.967476 1.786122 -0.144228  0.42

Atoms 1-6, force components in eV/Å:
4.71 -0.85 -0.43
0.09 -1.36 0.07
-1.10 0.29 0.22
-5.76 0.90 0.07
-1.15 2.15 1.19
0.60 -0.10 -0.62

The net charge is -1. The value obtained for the HOMO energy is -5.62 eV. Its energy above the lowest of the compared OMol25 structures with the same formula, charge and spin is 0.0000 eV. As for the total energy: -27647.4740 eV.

---

Record 5
The following is a quantum chemistry calculation of an isolated molecule of C18H19N3O5, from OMol25.

Last column: natural (NBO) charge in e.
CARTESIAN COORDINATES (ANGSTROEM)
N: -2.914722 -3.255541 2.470508  -0.79
C: -3.425556 -2.256855 1.697822  0.62
O: -4.734182 -2.160670 1.730045  -0.65
C: -2.631713 -1.616746 0.626315  -0.18
C: -3.241942 -0.922811 -0.414756  -0.14
C: -2.447280 -0.322802 -1.444865  -0.04
C: -3.017073 0.433933 -2.476882  -0.22
C: -2.187242 1.071431 -3.396285  0.03
N: -0.859331 0.997318 -3.270729  -0.50
C: -0.278016 0.077705 -2.479601  0.51
C: -1.045490 -0.507113 -1.493679  -0.07
C: -0.450295 -1.203880 -0.348995  -0.23
C: -1.199669 -1.746123 0.689908  0.35
O: -0.386038 -2.173748 1.777843  -0.57
C: 0.189994 -1.272794 2.694372  -0.10
C: 1.744546 -1.322436 2.460627  -0.09
O: 2.173348 -0.418799 1.351120  -0.57
C: 2.383592 0.918456 1.930880  -0.07
C: 2.365170 1.985013 0.761180  -0.34
C: 3.066366 1.581474 -0.548973  -0.41
C: 2.066372 2.023724 -1.764117  -0.06
C: 1.852887 1.044460 -2.909754  -0.10
O: 1.124431 -0.141496 -2.530385  -0.50
N: 0.778714 2.230942 -0.989790  -0.63
C: 0.853647 2.051799 0.345099  0.70
O: -0.033760 2.229474 1.076898  -0.60
H: -1.911651 -3.309275 2.354313  0.40
H: -3.409229 -3.804906 3.104292  0.41
H: -4.330019 -0.961179 -0.255214  0.27
H: -4.079592 0.530846 -2.441699  0.22
H: -2.545710 1.781147 -4.158773  0.21
H: 0.655991 -1.169557 -0.345861  0.26
H: -0.223527 -0.253699 2.477616  0.22
H: 0.078094 -1.573726 3.713480  0.19
H: 2.070701 -2.367382 2.218311  0.21
H: 2.298650 -1.110473 3.423104  0.18
H: 1.765800 1.138052 2.838386  0.20
H: 3.403486 1.021559 2.325674  0.17
H: 2.622219 3.027198 0.944250  0.24
H: 3.175928 0.485423 -0.568182  0.23
H: 4.002768 2.079710 -0.590839  0.21
H: 2.359545 3.005918 -2.101085  0.20
H: 2.848677 0.614161 -3.121967  0.20
H: 1.531947 1.446619 -3.894789  0.22
H: -0.060836 2.095647 -1.464822  0.40

Atoms 1-6, force components in eV/Å:
2.85 2.44 -2.26
-7.36 -2.20 0.52
4.64 0.82 -0.36
1.34 0.09 0.49
0.75 -1.18 1.71
-0.36 -0.14 -0.57

The net charge is 0. The value obtained for the HOMO energy is -8.49 eV. Its energy above the lowest of the compared OMol25 structures with the same formula, charge and spin is 3.7896 eV. As for the total energy: -33680.1093 eV.

---

Number 1: Kohn-Sham gap 5.64 eV. Number 2: Kohn-Sham gap 9.71 eV. Number 3: Kohn-Sham gap 9.13 eV. Number 4: Kohn-Sham gap 8.30 eV. Number 5: Kohn-Sham gap 8.06 eV.